[1]
Computed, not measured: C50H46Cl2IrN7O3S as an isolated structure at a distorted geometry, with ωB97M-V/def2-TZVPD.

Output
frontier orbital gap (spin up / spin down) = 6.703 / 4.626 eV
net charge = +1
lowest unoccupied orbital energy (spin up / spin down) = -2.159 / -4.623 eV
⟨S²⟩ = 8.83
energy relative to the best compared isomer or geometry (same formula, charge and spin) = 73.52 kcal per mole
multiplicity = 6

Positions of all 110 atoms, in Å:
Ir1 -0.146 -0.335 0.375
C1 2.121 5.442 -2.478
C2 2.111 4.026 -1.987
C3 3.028 3.589 -1.035
C4 2.981 2.303 -0.540
C5 2.004 1.390 -0.963
N1 1.901 0.146 -0.349
C6 3.099 -0.515 -0.139
C7 4.074 -0.424 -1.156
C8 5.307 -1.020 -1.061
C9 5.653 -1.734 0.084
C10 6.987 -2.404 0.220
C11 4.697 -1.838 1.084
C12 3.424 -1.276 1.007
N2 1.264 -1.081 2.612
C13 1.609 -1.330 4.063
C14 0.837 -2.578 4.300
C15 0.032 -2.806 3.201
N3 0.209 -1.954 2.199
C16 1.087 1.830 -1.933
C17 1.150 3.123 -2.428
N4 0.108 0.962 -2.484
C18 -0.179 0.786 -3.793
C19 -1.279 -0.031 -3.869
C20 -1.613 -0.309 -2.538
N5 -0.777 0.300 -1.708
H1 3.138 5.824 -2.560
H2 1.585 6.086 -1.777
H3 1.639 5.533 -3.449
H4 3.779 4.273 -0.661
H5 3.679 1.990 0.225
H6 3.816 0.119 -2.055
H7 6.010 -0.933 -1.879
H8 7.727 -1.945 -0.433
H9 6.915 -3.459 -0.050
H10 7.354 -2.350 1.245
H11 4.954 -2.400 1.974
H12 1.316 -0.503 4.713
H13 0.830 -3.134 5.221
H14 -0.704 -3.587 3.086
H15 0.419 3.428 -3.166
H16 0.424 1.250 -4.553
H17 -1.767 -0.393 -4.754
H18 -2.396 -0.931 -2.140
N6 -0.663 2.015 0.738
C21 0.246 2.998 1.229
C22 0.075 4.299 0.761
C23 0.845 5.348 1.221
C24 1.790 5.096 2.201
C25 1.985 3.802 2.647
C26 1.273 2.702 2.146
C27 1.647 1.313 2.565
C28 2.948 1.167 3.263
C29 3.601 0.088 3.710
C30 3.099 -1.320 3.651
C31 2.621 -1.669 2.219
C32 0.883 0.273 2.160
H19 -1.148 2.374 -0.079
H20 -1.403 1.805 1.430
H21 -0.712 4.484 0.040
H22 0.679 6.351 0.853
H23 2.374 5.901 2.625
H24 2.716 3.664 3.427
H25 3.511 2.081 3.369
H26 4.591 0.236 4.122
H27 3.751 -2.042 4.133
H28 2.417 -2.739 2.155
Cl1 -5.167 -0.986 -1.764
C33 -6.038 -2.255 -0.963
C34 -7.333 -1.977 -0.554
C35 -8.042 -2.898 0.197
C36 -7.442 -4.096 0.550
C37 -6.161 -4.369 0.113
Cl2 -5.428 -5.878 0.583
C38 -5.419 -3.480 -0.681
N7 -4.125 -3.794 -1.047
C39 -3.568 -3.703 -2.331
C40 -4.371 -3.528 -3.455
C41 -3.808 -3.435 -4.716
C42 -2.435 -3.547 -4.876
C43 -1.641 -3.766 -3.761
C44 -2.181 -3.845 -2.484
C45 -1.250 -4.077 -1.315
C46 -0.869 -2.760 -0.663
O1 0.322 -2.353 -0.737
O2 -1.770 -2.082 -0.104
H29 -7.764 -1.021 -0.813
H30 -9.050 -2.678 0.518
H31 -7.962 -4.828 1.150
H32 -3.696 -4.488 -0.453
H33 -5.445 -3.470 -3.337
H34 -4.450 -3.294 -5.575
H35 -1.990 -3.489 -5.860
H36 -0.570 -3.876 -3.875
H37 -0.345 -4.569 -1.667
H38 -1.696 -4.723 -0.555
O3 -2.939 1.209 2.221
S1 -2.777 -0.262 2.491
C47 -3.433 -0.549 4.171
C48 -4.507 -1.625 4.063
C49 -5.249 -1.330 2.761
C50 -4.162 -1.142 1.713
H39 -3.853 0.420 4.448
H40 -2.613 -0.789 4.844
H41 -5.162 -1.616 4.935
H42 -4.049 -2.616 4.011
H43 -5.831 -0.413 2.866
H44 -5.934 -2.130 2.477
H45 -4.441 -0.539 0.851
H46 -3.749 -2.082 1.344

Atoms 1-3, force components in eV/Å:
1.03 0.30 -0.27
0.01 0.02 -0.01
-0.03 -0.05 -0.03

---

[2]
Computed, not measured: an isolated ion of composition C2H6N2P and charge +1 at a distorted geometry, with ωB97M-V/def2-TZVPD.

Output
structure (SMILES) = C1=[NH+]PCN1
frontier orbital gap = 8.507 eV
net charge = +1
lowest unoccupied orbital energy = -4.954 eV
energy relative to the best compared isomer or geometry (same formula, charge and spin) = 44.27 kcal per mole

Positions of all 11 atoms, in Å:
C1 -0.800 1.028 -0.020
N1 0.827 1.226 0.096
P1 1.610 -0.261 -0.079
C2 -0.013 -1.215 -0.192
N2 -1.065 -0.193 -0.316
H1 -1.367 1.847 0.234
H2 1.285 2.192 -0.079
H3 1.849 -0.296 1.243
H4 -0.345 -1.781 0.659
H5 -0.016 -2.014 -1.061
H6 -1.964 -0.533 -0.485

Atoms 1-3, force components in eV/Å:
8.21 -1.16 -0.23
-6.04 2.31 -0.91
1.01 -0.79 -1.52

---

[3]
Computed, not measured: C8H16InO5 as an isolated structure at a distorted geometry, with ωB97M-V/def2-TZVPD.

Output
frontier orbital gap = 3.625 eV
net charge = +1
lowest unoccupied orbital energy = -8.181 eV
energy relative to the best compared isomer or geometry (same formula, charge and spin) = 0.00 kcal per mole

Positions of all 30 atoms, in Å:
In1 28.174 -3.864 -12.782
C1 31.106 -5.804 -16.231
C2 29.675 -5.898 -15.752
O1 29.460 -5.659 -14.464
H1 31.157 -6.209 -17.245
H2 31.840 -6.390 -15.677
H3 31.458 -4.770 -16.200
H4 29.266 -6.899 -16.040
H5 29.020 -5.249 -16.387
C3 27.861 -0.618 -16.723
C4 28.394 -0.746 -15.317
O2 28.452 -1.954 -14.750
H6 26.787 -0.808 -16.782
H7 28.313 -1.358 -17.389
H8 28.094 0.359 -17.143
H9 27.863 -0.080 -14.597
H10 29.432 -0.326 -15.325
C5 32.347 -4.509 -7.246
C6 30.852 -4.771 -7.240
C7 29.972 -3.602 -6.775
O3 29.354 -3.151 -7.983
C8 29.606 -4.011 -8.979
O4 29.140 -3.864 -10.078
O5 30.427 -4.979 -8.612
H11 32.630 -4.571 -6.193
H12 32.524 -3.509 -7.646
H13 32.928 -5.225 -7.818
H14 30.652 -5.677 -6.669
H15 30.657 -2.828 -6.424
H16 29.257 -3.832 -5.992

Atoms 1-3, force components in eV/Å:
0.50 0.15 -0.71
0.30 0.12 -0.35
0.91 -0.08 -0.28

---

[4]
Computed, not measured: a 2-piece molecular cluster, C4H12N2O overall at a distorted geometry, with ωB97M-V/def2-TZVPD.

Output
frontier orbital gap = 9.360 eV
net charge = 0
lowest unoccupied orbital energy = 0.950 eV
energy relative to the best compared isomer or geometry (same formula, charge and spin) = 58.71 kcal per mole

Positions of all 19 atoms, in Å:
C1 0.514 -0.126 0.605
C2 -0.322 0.439 -0.496
C3 0.007 -1.412 1.253
C4 -1.276 -0.426 -1.262
N1 0.897 0.919 1.555
N2 -0.610 1.742 -0.403
O1 1.372 0.072 -1.669
H1 1.640 0.089 -2.595
H2 1.411 -0.348 -0.085
H3 1.873 0.826 1.805
H4 0.336 0.887 2.399
H5 0.039 2.271 0.173
H6 -1.033 2.207 -1.192
H7 -0.206 -2.183 0.513
H8 0.779 -1.805 1.915
H9 -0.899 -1.238 1.842
H10 -1.666 0.106 -2.129
H11 -0.741 -1.306 -1.605
H12 -2.116 -0.713 -0.623

Atoms 1-3, force components in eV/Å:
1.29 -0.27 -0.39
-0.26 0.22 -0.37
-0.08 0.18 -0.09

---

[5]
Computed, not measured: a 12-piece molecular cluster, C48H72O24 overall at a distorted geometry, with ωB97M-V/def2-TZVPD.

Output
frontier orbital gap (spin up / spin down) = 7.322 / 2.322 eV
net charge = +1
lowest unoccupied orbital energy (spin up / spin down) = -3.943 / -8.943 eV
⟨S²⟩ = 0.76
energy relative to the best compared isomer or geometry (same formula, charge and spin) = 153.67 kcal per mole
multiplicity = 2

Positions of all 144 atoms, in Å:
O1 -2.052 1.942 -0.448
C1 -1.203 1.120 -0.355
O2 -0.872 0.576 0.824
C2 0.230 -0.364 0.871
C3 0.257 -0.679 -0.676
C4 -0.487 0.432 -1.429
H1 -0.011 -1.255 1.451
H2 1.126 0.139 1.234
H3 -0.272 -1.600 -0.921
H4 1.257 -0.757 -1.102
H5 -0.998 -0.064 -2.255
H6 0.112 1.270 -1.784
O3 1.800 -1.167 -6.463
C5 0.912 -1.885 -5.958
O4 0.606 -1.540 -4.590
C6 -0.401 -2.333 -4.083
C7 -0.416 -3.529 -5.078
C8 0.201 -3.107 -6.400
H7 -1.325 -1.780 -3.910
H8 -0.056 -2.701 -3.116
H9 -1.448 -3.810 -5.288
H10 0.118 -4.286 -4.503
H11 -0.601 -2.637 -6.969
H12 0.845 -3.877 -6.824
O5 1.175 4.555 2.157
C9 2.082 3.974 1.618
O6 3.413 3.965 1.925
C10 4.287 3.422 1.021
C11 3.343 2.580 0.095
C12 1.942 3.177 0.280
H13 4.987 2.712 1.460
H14 4.911 4.152 0.506
H15 3.344 1.501 0.253
H16 3.799 2.754 -0.879
H17 1.028 2.583 0.286
H18 1.629 4.076 -0.252
O7 -0.912 -6.053 4.197
C13 -0.830 -4.894 4.509
O8 -0.364 -3.999 3.702
C14 -0.290 -2.720 4.296
C15 -1.415 -2.792 5.336
C16 -1.307 -4.271 5.743
H19 -0.692 -1.964 3.621
H20 0.716 -2.448 4.615
H21 -2.420 -2.570 4.977
H22 -1.125 -2.048 6.077
H23 -2.296 -4.721 5.827
H24 -0.660 -4.564 6.570
O9 -6.578 -0.966 -4.723
C17 -6.198 -0.377 -3.682
O10 -6.581 -0.791 -2.399
C18 -5.638 -0.404 -1.390
C19 -4.865 0.759 -1.995
C20 -5.366 0.870 -3.418
H25 -5.108 -1.080 -0.719
H26 -6.195 0.155 -0.638
H27 -3.799 0.533 -2.014
H28 -4.813 1.761 -1.569
H29 -4.605 0.874 -4.199
H30 -6.083 1.688 -3.349
O11 -3.941 4.976 3.041
C21 -3.417 3.938 3.264
O12 -3.813 2.879 2.685
C22 -3.178 1.692 3.210
C23 -1.824 2.220 3.602
C24 -2.252 3.549 4.269
H31 -3.010 0.923 2.457
H32 -3.905 1.304 3.923
H33 -1.173 2.452 2.759
H34 -1.516 1.520 4.379
H35 -1.489 4.327 4.241
H36 -2.652 3.265 5.242
O13 4.004 -4.302 -3.434
C25 4.627 -3.302 -3.183
O14 5.810 -3.280 -2.598
C26 6.299 -1.991 -2.437
C27 5.117 -1.177 -2.273
C28 4.142 -1.895 -3.240
H37 6.794 -1.685 -3.359
H38 6.851 -1.960 -1.498
H39 5.378 -0.184 -2.641
H40 4.721 -1.128 -1.259
H41 4.025 -1.430 -4.219
H42 3.167 -1.997 -2.763
O15 0.993 0.877 3.997
C29 1.663 1.429 4.859
O16 1.312 2.613 5.412
C30 2.092 2.813 6.514
C31 3.403 2.337 6.062
C32 3.108 1.199 5.149
H43 1.649 2.348 7.395
H44 2.047 3.894 6.643
H45 3.961 2.077 6.962
H46 3.825 3.263 5.672
H47 3.271 0.220 5.598
H48 3.794 1.061 4.313
O17 -2.182 1.484 -4.183
C33 -1.944 1.734 -5.361
O18 -2.697 1.242 -6.469
C34 -2.364 1.989 -7.657
C35 -0.886 2.249 -7.338
C36 -0.902 2.630 -5.861
H49 -3.036 2.842 -7.749
H50 -2.475 1.257 -8.457
H51 -0.333 2.970 -7.939
H52 -0.484 1.272 -7.606
H53 -1.061 3.706 -5.784
H54 0.060 2.310 -5.463
O19 -7.057 5.998 -2.172
C37 -6.128 5.728 -1.371
O20 -5.766 4.416 -1.170
C38 -4.748 4.336 -0.247
C39 -3.990 5.690 -0.470
C40 -5.081 6.653 -0.677
H55 -4.017 3.534 -0.344
H56 -5.194 4.287 0.747
H57 -3.333 5.436 -1.301
H58 -3.402 5.966 0.405
H59 -4.897 7.641 -1.099
H60 -5.472 6.997 0.280
O21 2.221 -2.812 2.145
C41 3.262 -2.626 2.814
O22 3.574 -3.479 3.771
C42 4.782 -3.332 4.329
C43 5.314 -2.070 3.767
C44 4.454 -1.697 2.584
H61 5.442 -4.199 4.356
H62 4.397 -3.220 5.343
H63 6.281 -2.481 3.475
H64 5.492 -1.233 4.442
H65 4.848 -1.861 1.581
H66 4.097 -0.667 2.591
O23 -1.602 -3.929 -0.865
C45 -0.632 -4.543 -0.335
O24 -0.678 -5.831 0.274
C46 0.526 -6.445 0.271
C47 1.589 -5.488 -0.335
C48 0.796 -4.241 -0.515
H67 0.359 -7.279 -0.410
H68 0.819 -6.947 1.192
H69 1.956 -5.942 -1.256
H70 2.445 -5.326 0.320
H71 1.154 -3.618 -1.335
H72 0.775 -3.480 0.265

Atoms 1-3, force components in eV/Å:
-1.00 1.44 0.13
-0.98 -2.11 0.30
-0.22 0.64 2.38

---

[6]
Computed, not measured: B2F8Sn as an isolated structure at a distorted geometry, with ωB97M-V/def2-TZVPD.

Output
frontier orbital gap = 2.266 eV
net charge = 0
lowest unoccupied orbital energy = -8.292 eV
energy relative to the best compared isomer or geometry (same formula, charge and spin) = 223.60 kcal per mole

Positions of all 11 atoms, in Å:
Sn1 2.333 -2.650 -2.932
B1 -2.900 0.196 -1.906
F1 -1.747 0.588 -1.221
F2 -2.660 -1.111 -2.336
F3 -3.998 0.337 -1.020
F4 -3.100 1.059 -2.962
B2 2.368 0.329 2.495
F5 3.196 -0.012 3.500
F6 1.517 1.338 2.886
F7 3.220 0.680 1.444
F8 1.771 -0.754 2.053

Atoms 1-3, force components in eV/Å:
-0.49 0.53 0.58
-0.48 0.71 0.66
0.80 0.15 0.48

---

[7]
Computed, not measured: CH10Na5O8 as an isolated structure at a distorted geometry, with ωB97M-V/def2-TZVPD.

Output
frontier orbital gap = 6.133 eV
net charge = +3
lowest unoccupied orbital energy = -12.443 eV
energy relative to the best compared isomer or geometry (same formula, charge and spin) = 66.34 kcal per mole

Positions of all 24 atoms, in Å:
Na1 2.396 -1.671 -1.040
Na2 0.040 -3.788 0.452
Na3 1.973 -1.342 2.518
Na4 2.283 1.924 0.066
Na5 -1.908 -1.347 1.913
C1 0.353 -0.070 0.097
O1 0.204 -1.350 0.514
O2 0.187 0.799 1.009
O3 0.719 0.115 -1.091
O4 -1.441 0.708 -3.009
H1 -0.812 0.577 -2.298
H2 -1.113 1.437 -3.547
O5 -2.189 -2.544 -0.426
H3 -1.401 -2.017 -0.627
H4 -2.839 -2.209 -1.065
O6 1.264 -0.382 -3.951
H5 1.959 -1.017 -3.763
H6 0.826 -0.186 -3.120
O7 0.594 0.874 3.864
H7 0.337 0.998 2.937
H8 1.394 1.402 3.977
O8 -0.872 3.403 2.127
H9 -0.716 2.665 1.530
H10 -1.238 3.020 2.931

Atoms 1-3, force components in eV/Å:
-0.38 0.33 -0.94
-0.81 -0.28 -0.41
-0.52 0.60 0.80

---

[8]
Computed, not measured: C20H28NO2Re as an isolated structure at a distorted geometry, with ωB97M-V/def2-TZVPD.

Output
frontier orbital gap (spin up / spin down) = 6.520 / 6.507 eV
net charge = +1
lowest unoccupied orbital energy (spin up / spin down) = -2.298 / -4.947 eV
⟨S²⟩ = 3.77
multiplicity = 4

Positions of all 52 atoms, in Å:
O1 -0.391 -0.365 -0.797
C1 0.932 -0.002 -1.283
C2 0.465 1.363 -1.801
H1 1.195 -0.733 -2.055
H2 1.682 0.021 -0.489
C3 -0.891 0.959 -1.151
H3 0.396 1.529 -2.879
H4 0.971 2.162 -1.275
C4 -2.131 0.757 -1.981
H5 -1.968 0.145 -2.868
H6 -2.534 1.731 -2.281
H7 -2.880 0.266 -1.337
C5 -1.176 1.961 -0.061
H8 -0.300 2.262 0.518
H9 -1.950 1.616 0.628
H10 -1.553 2.871 -0.543
Re1 0.176 0.286 2.995
C6 1.098 1.506 4.408
C7 1.860 0.278 4.266
C8 2.287 0.177 2.891
H11 2.117 -0.419 5.060
C9 1.838 1.364 2.195
C10 1.125 2.193 3.140
H12 0.681 3.164 2.939
H13 0.625 1.872 5.314
H14 2.874 -0.625 2.453
H15 2.045 1.618 1.159
C11 -1.196 -0.586 4.500
C12 -1.954 0.522 3.940
C13 -2.339 0.162 2.608
H16 -2.289 1.381 4.524
C14 -1.698 -1.068 2.267
C15 -1.011 -1.555 3.439
H17 -0.530 -2.522 3.580
H18 -0.250 -0.736 7.874
H19 -3.053 0.702 1.995
H20 -1.765 -1.585 1.315
O2 0.587 -1.197 -3.639
C16 0.003 -0.571 -4.803
C17 0.493 -1.291 -6.055
H21 0.237 0.501 -4.783
H22 -1.086 -0.679 -4.688
C18 1.470 -2.377 -5.558
H23 0.969 -0.616 -6.757
H24 -0.370 -1.741 -6.539
C19 1.275 -2.399 -4.030
H25 2.500 -2.085 -5.789
H26 1.282 -3.353 -6.011
H27 2.229 -2.459 -3.485
H28 0.638 -3.247 -3.733
N1 -0.160 -0.555 6.880
C20 -0.574 -0.602 5.780

Atoms 1-3, force components in eV/Å:
0.35 1.02 0.93
0.17 -0.94 -0.46
-0.54 -0.90 -0.03

---

[9]
Computed, not measured: C9H9O6Ti as an isolated structure at a distorted geometry, with ωB97M-V/def2-TZVPD.

Output
frontier orbital gap (spin up / spin down) = 6.103 / 6.101 eV
net charge = +3
lowest unoccupied orbital energy (spin up / spin down) = -16.071 / -16.073 eV
energy relative to the best compared isomer or geometry (same formula, charge and spin) = 0.00 kcal per mole

Positions of all 25 atoms, in Å:
O1 -2.524 -3.786 0.359
C1 -1.590 -3.188 0.476
Ti1 -0.138 0.786 -0.305
O2 1.849 -1.416 1.261
C2 1.080 -0.804 0.674
C3 1.610 2.030 -0.398
O3 2.471 2.771 -0.363
C4 -0.774 2.377 -1.990
O4 -1.530 2.726 -2.772
C5 0.616 -0.774 -1.907
O5 1.220 -1.337 -2.722
H1 -1.264 -0.344 0.009
C6 -1.487 2.720 3.115
C7 -1.249 1.487 3.971
C8 -0.537 0.474 3.114
O6 -0.574 1.082 1.732
C9 -1.469 2.233 1.646
H2 -2.439 3.184 3.337
H3 -0.661 3.439 3.215
H4 -2.200 1.073 4.307
H5 -0.638 1.724 4.830
H6 0.530 0.378 3.338
H7 -1.049 -0.498 3.059
H8 -2.477 1.870 1.317
H9 -1.033 2.977 0.934

Atoms 1-3, force components in eV/Å:
-0.21 -0.26 0.01
0.26 0.36 -0.03
-3.15 0.01 2.81